[1]
# C52H90O16

A cluster of 5 separate species, C52H90O16 in total in a non-equilibrium geometry (ωB97M-V/def2-TZVPD, OMol25).

XYZ file:
```
158
Properties=species:S:1:pos:R:3:mulliken_charge:R:1
O -4.127 -5.292 -1.082 -0.33
H -4.944 -3.478 -4.869 0.41
H 2.897 5.076 -6.002 0.32
H -4.095 -4.317 0.707 0.40
C -3.140 5.650 7.065 -0.63
H -0.749 -2.526 0.742 0.20
H 0.250 0.524 -0.876 0.11
H 8.667 0.680 -2.958 0.33
C 6.372 3.513 -3.697 0.47
C 0.913 -12.456 -0.320 -0.80
C -0.371 -0.308 1.212 2.56
H 1.949 -12.680 -0.043 0.32
H 3.596 6.030 -0.252 0.27
H -3.462 4.604 7.110 0.35
C 4.794 4.966 -1.912 -0.53
C 5.745 3.777 -2.259 0.28
C -0.307 -0.352 -0.404 -1.43
O -5.941 -3.681 -3.103 -0.28
H -1.865 -1.894 2.050 0.29
H -2.994 -13.173 3.612 0.23
C 6.091 2.794 -1.105 0.30
H 4.001 1.884 -8.762 0.09
H -0.456 3.947 0.776 0.44
H -4.322 5.553 9.506 0.32
H -3.490 2.931 2.184 0.30
H -2.675 7.103 5.506 0.11
C 2.385 1.849 -11.109 -0.81
H 0.981 -10.255 0.706 0.35
H 6.503 0.860 5.296 0.37
C 4.271 5.125 -0.435 -0.92
O 5.349 0.603 3.578 -0.40
H -2.800 -9.928 -0.558 0.38
C 4.403 3.331 -7.180 -0.27
H 0.197 2.218 -9.252 0.39
C 5.209 4.560 3.305 -0.63
C -3.420 -11.321 0.929 -0.61
H -3.040 9.271 3.975 0.36
H 4.716 0.722 5.672 0.33
H -7.815 -3.413 -2.345 0.23
H 5.837 2.153 1.171 0.36
H 1.614 3.205 -7.380 0.07
H -1.346 -0.547 -0.871 0.09
C 7.529 2.401 -3.880 -0.38
C -2.320 -10.554 0.201 -0.24
C -2.609 2.161 -0.155 -1.58
H 4.507 5.692 -2.752 0.36
H 6.274 3.113 5.676 0.32
C -3.587 -12.528 2.960 -0.80
H 3.575 3.276 2.481 -0.54
C -2.920 6.045 5.607 -0.30
H -3.357 -4.334 -3.068 0.09
H 0.422 1.090 3.828 0.08
H -5.598 6.305 5.907 0.10
H 4.747 1.232 -7.321 0.44
H 3.196 2.367 -11.624 0.23
H 1.255 0.782 -9.237 0.35
H 2.603 6.070 -7.436 0.28
H -2.091 4.152 2.138 0.30
H -5.936 5.889 4.244 0.40
C -0.254 2.805 0.757 -1.39
H 4.304 3.369 -6.091 0.15
H -6.972 -1.912 -2.756 0.36
C 2.728 0.928 3.863 -0.36
H -3.235 -6.907 -0.148 0.40
H -0.380 -9.391 2.624 0.40
C -1.518 0.642 1.808 -1.55
C 1.088 -0.065 1.886 -0.30
H -3.827 -2.094 -0.157 0.35
C -3.643 -4.214 -0.286 -0.56
H -2.039 2.729 3.327 0.26
H -2.227 -6.075 -1.381 0.34
C 1.214 1.861 -9.051 -0.57
H 4.245 6.004 -6.745 0.29
H 3.246 5.070 2.170 0.49
H 4.672 5.055 4.198 0.28
C -1.644 2.095 1.134 2.25
C -0.729 -10.229 2.013 -0.32
C -7.149 -2.945 -3.074 -0.80
H -4.321 10.456 4.400 0.33
C -2.354 3.049 2.259 -1.54
H -2.197 5.753 7.615 0.41
C -4.048 -2.874 -0.893 -0.26
O 6.029 4.144 -4.741 -0.57
O 7.288 0.698 -0.525 -0.59
H -5.104 -1.964 -3.943 0.35
O 0.149 -12.164 0.835 -0.28
C -4.908 5.836 8.624 -0.81
H -2.796 -2.940 -3.960 0.41
O 2.753 1.475 -7.142 -0.50
H -1.449 0.703 2.961 0.33
C 2.386 -0.597 1.174 -0.49
O -4.090 6.509 7.686 -0.27
C 3.335 5.427 -6.943 -0.73
H -4.544 -13.010 2.752 0.33
H 2.796 1.488 4.852 0.22
H -0.055 -2.255 2.451 0.31
C -3.240 -6.396 -1.113 -0.83
H 1.212 -11.135 2.238 0.39
C 4.070 4.272 2.199 0.36
C 7.858 1.482 -2.844 -0.53
C 5.465 2.789 4.910 -0.40
O -4.428 8.643 5.387 -0.28
H 0.312 -1.296 -0.668 0.60
H -2.087 1.828 -1.116 0.30
H 2.345 -1.179 0.198 0.23
H 0.761 1.735 -6.974 0.42
H 0.121 2.588 -0.308 0.24
H -3.005 10.093 5.541 0.23
C -3.665 9.671 4.781 -0.80
C 5.452 1.156 4.908 -0.62
H 5.994 5.329 2.957 0.36
H -2.920 3.273 -0.260 0.39
C 5.572 2.902 0.347 -0.05
O -3.992 5.683 4.733 -0.36
O -3.305 -2.512 -2.056 -0.33
C 0.501 -10.921 1.432 -0.57
C -5.217 6.401 4.890 -0.32
H -5.121 -2.820 -1.081 0.09
C 3.995 1.945 -7.674 -0.38
C -5.151 7.858 4.442 -0.57
H -7.628 -2.961 -4.059 0.33
H -5.706 6.517 8.928 0.23
H 0.475 -13.331 -0.805 0.23
H -3.580 1.593 0.071 0.34
O 5.892 3.330 3.634 -0.28
C -0.774 -1.836 1.669 -1.12
H -4.062 -11.821 0.195 0.40
H 5.449 3.517 -7.446 0.39
C 3.803 -0.355 1.803 -0.56
H -6.166 8.269 4.389 0.40
C 4.630 4.117 0.710 0.39
H 4.480 3.219 5.301 0.31
H -2.050 5.492 5.240 0.41
H -2.553 -4.254 -0.187 0.32
H 1.510 1.816 -11.761 0.33
O -2.861 -12.335 1.759 -0.27
C -3.549 -3.275 -3.240 -0.34
H 0.883 -11.624 -1.031 0.36
H 0.600 2.628 1.493 0.06
C 4.007 0.422 3.156 0.41
H -4.026 -10.621 1.514 0.34
C 7.089 1.573 -1.429 0.33
O 3.619 4.343 -7.806 -0.32
H -1.644 -11.219 -0.335 0.08
H -1.285 -10.885 2.682 0.11
H 2.726 0.835 -10.876 0.36
C -4.923 -3.042 -3.864 -0.59
H -4.693 7.913 3.449 0.34
C 1.569 2.137 -7.593 -0.26
H -5.371 4.950 8.177 0.36
C 1.304 0.669 3.237 -0.46
O 2.089 2.568 -9.925 -0.27
H -2.525 0.099 1.608 0.31
H 8.120 2.303 -4.860 0.34
H -3.588 -7.088 -1.883 0.27
H 4.730 -0.759 1.256 0.31
H -3.744 -11.575 3.478 0.36
O -1.592 -9.646 1.033 -0.40
```

Summary:
SMILES string: CC(C)(C)CC(C)(C)c1ccc(OCCOCCc2ccc3c(c2)C(=O)C=CC3=O)cc1.COCCOCCOC.COCCOCCOC.COCCOCCOC.COCCOCCOC
gap between HOMO and LUMO: 6.8 eV
maximum force: 4.9 eV/A
charge: 0

***

[2]
# CH7N2S

A cluster of 2 separate species, CH7N2S in total in a non-equilibrium geometry (ωB97M-V/def2-TZVPD, OMol25).

XYZ file:
```
11
Properties=species:S:1:pos:R:3:mulliken_charge:R:1
C -0.723 0.797 0.573 -0.27
N -0.518 0.542 -0.840 -0.53
H 0.165 -0.828 1.338 0.27
H 0.123 1.367 0.951 0.25
H -0.748 1.365 -1.386 0.19
S 1.762 -1.605 -1.302 -0.86
H -1.598 1.407 0.792 0.31
H 3.081 -1.760 -1.097 -0.04
H -1.211 -1.112 0.682 0.31
N -0.785 -0.457 1.338 -0.74
H 0.451 0.282 -1.049 0.10
```

Summary:
relative energy (zero: lowest compared OMol25 entry of this formula, charge and spin): 23.9 kJ/mol
gap between HOMO and LUMO: 7.1 eV
maximum force: 1.1 eV/A
charge: -1

***

[3]
# C3HN4

A structure of composition C3HN4 in a non-equilibrium geometry (ωB97M-V/def2-TZVPD, OMol25).

XYZ file:
```
8
Properties=species:S:1:pos:R:3:mulliken_charge:R:1
C 2.532 -0.040 -0.616 0.16
H -2.772 -0.267 0.066 0.32
N -1.253 1.052 -0.096 -0.14
C 1.226 -0.375 -0.539 0.67
N -2.305 -0.011 0.929 -0.35
N 0.007 -0.585 -0.089 -0.19
N 3.611 0.288 -0.294 -0.09
C -1.044 -0.063 0.639 0.61
```

Summary:
relative energy (zero: lowest compared OMol25 entry of this formula, charge and spin): 500.6 kJ/mol
gap between HOMO and LUMO (spin up / spin down): 7.2 / 8.1 eV
maximum force: 11.1 eV/A
charge: +1

***

[4]
# C27H31BrF4N4OP2PdS

A structure of composition C27H31BrF4N4OP2PdS (ωB97M-V/def2-TZVPD, OMol25).

XYZ file:
```
72
Properties=species:S:1:pos:R:3:mulliken_charge:R:1
H -4.074 -3.153 -0.466 0.18
C -1.558 -3.667 1.443 -0.88
C -0.915 -0.780 -4.513 -0.52
H -2.678 -3.509 -5.477 0.39
C -3.158 2.800 0.173 0.80
C -2.287 -2.733 -4.831 -0.59
F -3.268 1.421 -3.687 -0.42
C 2.013 3.392 -4.355 -0.50
C 0.337 1.659 -2.954 0.38
H 3.588 2.613 -3.126 0.40
H 0.244 3.998 -5.411 0.41
S 2.367 -1.773 2.562 -0.14
H -2.134 -4.546 1.132 0.31
C -2.020 0.114 3.713 -1.00
H -0.702 -4.015 2.030 0.28
C -3.206 1.850 -2.416 0.34
H -1.192 -3.157 0.555 0.11
C -2.149 -1.693 -2.671 0.54
P -2.853 -1.305 1.645 -0.38
H -2.405 -1.672 -1.616 0.03
H -1.109 -1.820 -6.373 0.41
C -2.150 1.519 -1.585 1.68
Br 0.180 3.379 1.264 -0.60
H -1.731 1.115 3.375 0.24
N -2.377 -2.768 2.238 0.50
C 1.696 1.716 -2.666 -0.51
C -4.246 2.646 -1.964 0.33
H 0.675 -1.644 0.769 0.18
H -2.271 0.150 4.775 0.36
H 1.523 1.659 3.138 0.35
C -4.679 -2.830 0.391 -0.93
N -3.173 -0.390 2.972 0.47
C -4.784 -0.428 0.010 -0.77
C -0.178 2.494 -3.948 -0.06
C 0.653 3.354 -4.644 -0.73
P -0.673 0.511 -1.965 0.84
N 0.895 0.143 1.820 0.47
F -3.224 3.253 1.435 -0.43
H -4.252 1.418 2.691 0.12
Pd -0.691 1.182 0.779 -0.71
F -5.226 3.876 -0.226 -0.35
H -0.237 -0.041 -4.919 0.39
C 1.652 0.625 2.855 -0.91
H -4.603 -3.576 1.181 0.27
H -2.180 -3.720 4.094 0.33
F -5.270 2.956 -2.763 -0.35
C -4.215 3.126 -0.666 0.71
H -5.226 -0.080 2.694 0.33
H 2.662 4.069 -4.894 0.38
C -2.131 1.991 -0.262 -1.48
C 2.506 -0.282 3.390 -0.21
C -1.295 -0.713 -3.176 -0.21
H -4.559 0.549 4.203 0.34
H 2.099 1.096 -1.873 0.31
H 3.200 -0.141 4.201 0.46
H -1.168 -0.553 3.580 0.26
C -2.965 -3.385 3.410 -1.17
H -3.598 -2.673 3.934 0.27
H -3.568 -4.259 3.138 0.39
H -4.456 -0.573 -1.024 0.30
O -1.773 -0.782 0.742 0.91
H -1.235 2.466 -4.179 0.35
C -1.409 -1.785 -5.334 -0.80
N -4.310 -1.506 0.877 0.07
C 2.533 2.575 -3.365 -0.66
H -4.394 0.532 0.342 -0.09
H -3.330 -3.431 -3.090 0.41
C -4.370 0.425 3.135 -0.90
C 1.175 -1.103 1.556 -0.20
H -5.720 -2.798 0.066 0.40
H -5.875 -0.393 0.037 0.44
C -2.654 -2.686 -3.492 -0.88
```

Summary:
gap between HOMO and LUMO: 7.8 eV
maximum force: 0.3 eV/A
charge: 0

***

[5]
# C19H12AuN4O4

A structure of composition C19H12AuN4O4 (ωB97M-V/def2-TZVPD, OMol25).

XYZ file:
```
40
Properties=species:S:1:pos:R:3:mulliken_charge:R:1
C 2.883 0.031 -3.707 -0.20
H -0.815 -2.341 10.070 0.39
H 2.847 -2.140 -3.560 0.50
Au 1.663 0.001 0.719 1.27
O 2.157 3.495 -1.104 -0.53
H -1.352 -0.903 12.005 0.39
C 2.333 -1.169 -1.732 0.85
C -1.102 -0.451 11.054 -0.41
O 1.738 -1.974 0.462 -0.72
C 2.326 1.204 -1.718 0.86
C 0.962 1.149 3.333 -0.43
C 0.426 -0.036 5.343 1.16
N -0.152 -1.087 7.540 0.00
C -0.783 1.587 9.771 -0.77
N 1.139 -0.014 2.673 -0.47
H 2.834 2.199 -3.534 0.51
C 2.705 -1.192 -3.060 -0.46
C 0.969 -1.184 3.312 -0.36
C -1.092 0.955 10.951 -0.50
H 1.124 -2.081 2.729 0.51
H 1.114 2.055 2.762 0.51
C 2.065 2.359 -0.761 0.00
H 0.489 -2.194 5.101 0.31
N -0.137 1.141 7.384 -0.59
C -0.493 -0.616 8.788 0.73
H -1.334 1.543 11.826 0.39
O 1.726 1.978 0.485 -0.70
H 3.175 0.038 -4.749 0.45
C -0.477 0.781 8.668 0.59
C 0.048 0.015 6.748 -0.10
C 0.614 -1.226 4.639 -0.60
H -0.772 2.665 9.683 0.45
C 0.609 1.169 4.656 -0.42
H -0.070 -2.053 7.278 0.18
N 2.167 0.013 -1.152 -0.25
C -0.805 -1.263 9.983 -1.05
C 2.697 1.245 -3.046 -0.47
C 2.079 -2.337 -0.789 0.01
O 2.179 -3.469 -1.145 -0.53
H 0.469 2.106 5.176 0.51
```

Summary:
relative energy (zero: lowest compared OMol25 entry of this formula, charge and spin): 0.0 kJ/mol
gap between HOMO and LUMO: 6.5 eV
maximum force: 0.0 eV/A
charge: +1

***

Q: Number 3 is which compound?
A: C3HN4